CF3MgNO4PtS3 as an isolated structure. Source: OMol25; level of theory: ωB97M-V with the def2-TZVPD basis set.

The geometry in XYZ format:
```
14
Properties=species:S:1:pos:R:3:forces:R:3
Mg 1.5310 -1.3309 0.6224 -1.721 1.486 -0.950
N -0.2866 -0.9108 1.2727 0.591 -0.597 -0.684
S -1.1593 0.0216 0.5310 -0.093 4.820 2.708
O -1.1220 0.2172 -0.9770 -5.181 -2.900 1.629
C -2.9191 -0.5773 0.5787 0.594 0.242 -0.096
F -3.4224 -0.3585 1.7788 -0.269 -0.115 0.117
F -2.8928 -1.8777 0.3089 -0.162 -0.315 0.178
F -3.6461 0.0173 -0.3506 -0.211 0.206 0.177
Pt 0.4620 0.5186 -1.7554 4.885 1.513 -3.917
S 0.9181 2.8518 -2.9001 -4.709 -2.368 -0.506
O -0.6908 2.2654 -2.9152 4.674 1.733 -0.119
S 0.9283 2.3878 0.3976 0.969 0.709 -0.057
O 1.7107 1.3969 -0.5842 1.646 0.151 2.083
O -1.1431 1.5426 0.9943 -1.014 -4.565 -0.563
```
Forces are in eV/Å.

The gap between HOMO and LUMO (alpha / beta) is 0.1561 / 0.1568 hartree. The calculation puts the HOMO energy (alpha / beta) at -7.345 / -7.502 eV. The relative energy (zero: lowest compared OMol25 entry of this formula, charge and spin) comes out at 71.0 kcal per mole. The value obtained for the maximum force is 6.44 eV Å⁻¹. As for the spin multiplicity: 3.

Here is what Mulliken gives for the atomic charges, in e: number 1, Mg, carries 0.705; number 2, N, carries -0.588; number 3, S, carries 0.835; number 4, O, carries -0.639; number 5, C, carries 0.566; number 6, F, carries -0.191; number 7, F, carries -0.222; number 8, F, carries -0.194; number 9, Pt, carries 1.102; number 10, S, carries 0.093; number 11, O, carries -0.448; number 12, S, carries 0.198; number 13, O, carries -0.627; number 14, O, carries -0.592